No. 1
96
Properties=species:S:1:pos:R:3:forces:R:3:lowdin_spin:R:1 method="wB97M-V/def2-TZVPD" charge=+1 e_homo_ev="-10.13 / -10.21" de_lowest_ev=1.6480 max_force_ev_per_a=2.74 spin_multiplicity=2 mol_weight_g_mol=1047.3
Ir 0.26062 0.34553 -1.26109 -0.3 0.2 -1.5 0.400
Cl -3.87872 -5.48569 -1.58950 -0.1 -0.2 -0.1 0.000
C -2.73216 -4.27572 -1.14896 0.2 0.1 0.1 0.000
C -1.42193 -4.64709 -0.81601 -0.2 0.1 0.0 0.003
C -0.50443 -3.68944 -0.46568 0.3 0.3 0.1 0.001
C -0.81991 -2.31613 -0.47202 -1.2 -0.3 -0.3 0.001
O 0.10069 -1.46199 -0.12167 0.8 1.7 -0.5 0.017
C -2.16546 -1.95202 -0.80872 0.9 -0.6 0.2 0.000
C -2.59029 -0.61123 -0.88222 -0.2 1.0 -0.1 0.009
N -1.82944 0.44271 -0.79825 -0.4 -1.2 -0.2 0.005
C -2.31292 1.74421 -0.89319 -0.7 0.8 0.0 0.001
C -3.63265 2.12640 -1.08526 0.7 -0.5 0.1 -0.001
C -3.97629 3.47015 -1.24083 0.0 0.5 0.0 0.000
C -3.02947 4.45889 -1.16697 -0.3 -0.1 -0.1 -0.001
C -1.68367 4.12660 -0.92669 0.2 -0.4 0.0 0.001
C -0.65087 5.08305 -0.83451 0.3 -0.1 0.0 -0.001
C 0.63700 4.67383 -0.60822 -0.3 0.4 0.0 0.002
C 0.91114 3.31163 -0.48610 0.0 -0.6 0.2 0.004
N -0.02787 2.39138 -0.58009 0.3 -0.5 0.0 0.058
C -1.32295 2.76310 -0.79736 -0.4 0.1 0.1 0.003
C -3.09513 -2.95634 -1.13371 -0.1 0.0 0.0 0.003
H -1.13962 -5.68998 -0.85958 0.0 0.0 0.0 0.000
H 0.51782 -3.95694 -0.23115 0.0 0.0 0.0 0.000
H -3.65422 -0.47503 -1.07162 -0.1 0.0 0.2 0.001
H -4.41204 1.38067 -1.14639 0.0 0.0 0.0 0.000
H -5.00886 3.73124 -1.42961 0.0 0.0 0.0 0.000
H -3.30405 5.49609 -1.30881 0.0 0.0 0.1 0.000
H -0.88678 6.13418 -0.94377 0.0 0.0 0.0 0.000
H 1.44516 5.38582 -0.52361 0.0 0.0 0.0 0.000
H 1.91353 2.95497 -0.29499 0.0 0.0 -0.1 0.000
H -4.10595 -2.68047 -1.40945 0.0 0.0 0.0 0.000
C -0.55263 -0.14421 -6.68394 -0.1 0.1 0.0 0.000
C -0.07475 -0.06955 -5.24242 0.0 -0.1 0.4 0.000
O 1.34562 -0.08090 -5.12142 -0.1 0.0 -0.2 0.000
P -0.57039 1.45833 -4.39712 -0.5 0.2 -0.5 0.001
O -0.29799 2.61703 -5.44111 0.0 0.1 0.3 0.001
O -2.14782 1.45272 -4.23871 0.2 -0.2 0.0 0.000
O 0.14368 1.75287 -3.11865 0.2 -0.4 1.3 0.011
P -0.72119 -1.45555 -4.19765 0.1 -0.3 -0.1 0.001
O -2.35179 -1.23762 -4.29878 0.2 -0.2 0.0 0.000
O -0.34562 -2.76744 -4.74019 0.0 0.2 -0.2 -0.001
O -0.35234 -1.09615 -2.78190 0.4 0.7 1.0 0.001
H -0.08820 0.64201 -7.27685 0.0 0.0 0.0 0.000
H -1.63695 -0.03041 -6.73067 0.0 0.0 -0.1 0.000
H -0.28251 -1.11606 -7.09685 0.0 0.0 0.0 0.000
H 1.64989 -0.99953 -5.09940 0.0 0.0 0.0 0.000
H -0.11539 3.47027 -5.01904 0.0 -0.1 -0.1 0.000
H -2.53478 0.55212 -4.18421 0.0 0.0 -0.1 0.000
H -2.71751 -1.95813 -4.83600 0.0 0.2 0.1 0.000
C 0.63027 3.32949 3.40675 0.0 -0.1 0.1 0.000
C 0.08237 2.20950 4.28791 -0.1 0.1 -0.1 0.000
C -1.20627 1.58892 3.74991 0.2 -0.1 0.0 0.001
C -1.04137 0.77410 2.46446 -0.2 0.3 0.2 0.001
N -0.24440 -0.42660 2.65945 0.2 -0.1 -0.1 0.021
C 0.98278 -0.68660 2.16178 -0.2 -0.1 0.1 0.027
Se 1.97942 0.42329 1.05185 0.2 0.4 -0.1 0.346
N 1.36224 -1.91532 2.55927 -0.1 0.2 -0.1 0.029
C 2.62827 -2.57638 2.27368 0.3 -0.2 0.1 0.003
C 3.52601 -2.65677 3.51202 -0.1 0.2 0.0 0.001
C 3.96618 -1.29968 4.06243 0.1 0.0 -0.2 0.002
C 5.00769 -0.59975 3.19188 -0.1 0.0 0.1 0.007
C 0.33842 -2.48367 3.29648 -0.2 0.1 0.1 0.005
C 0.20869 -3.73187 3.89278 0.0 -0.1 0.0 0.004
C -0.98267 -3.99731 4.53974 0.1 0.0 0.0 0.006
C -2.01309 -3.05196 4.59281 0.0 0.1 0.0 0.008
C -1.88562 -1.80978 4.00181 -0.1 0.0 0.0 0.003
C -0.68793 -1.54037 3.35139 0.1 -0.2 0.1 0.006
H 1.43933 3.85226 3.91736 0.0 0.0 -0.1 0.000
H -0.15192 4.05781 3.17656 0.0 0.0 0.0 0.000
H 1.02838 2.94006 2.47039 0.0 0.0 -0.1 0.001
H -0.13299 2.61380 5.27845 0.0 -0.1 0.0 0.000
H 0.84359 1.43329 4.41775 0.0 0.0 0.1 0.000
H -1.92201 2.38686 3.53501 -0.1 0.0 0.0 0.000
H -1.64581 0.95221 4.52110 -0.1 0.0 0.0 0.000
H -0.56968 1.36978 1.68734 0.1 -0.1 -0.1 0.000
H -2.02338 0.45994 2.10526 0.0 0.0 -0.1 0.001
H 3.11622 -2.03025 1.46907 -0.1 0.0 -0.1 0.001
H 2.39842 -3.58259 1.91979 0.0 0.0 -0.1 0.000
H 4.40905 -3.23934 3.24033 0.0 -0.1 0.0 0.000
H 3.00019 -3.20972 4.29405 0.0 0.0 0.0 0.000
H 4.38773 -1.45837 5.05625 -0.1 0.0 0.0 0.000
H 3.09237 -0.65071 4.18674 0.0 0.0 0.1 0.001
H 5.87227 -1.24564 3.03093 0.0 0.0 0.0 0.000
H 5.35473 0.31315 3.67619 0.0 0.0 0.0 0.000
H 4.59949 -0.32115 2.21981 0.0 0.0 0.0 0.008
H 0.99829 -4.46950 3.85211 0.0 0.0 0.0 0.000
H -1.12252 -4.95650 5.01883 0.0 0.0 0.0 0.000
H -2.92891 -3.30047 5.11135 0.0 0.0 0.0 0.000
H -2.68710 -1.08509 4.04469 0.0 0.0 0.0 0.000
C 3.93602 1.42969 -3.08690 0.0 -0.2 0.1 0.000
O 2.81857 1.49148 -2.16971 0.2 0.6 0.0 -0.002
C 2.17334 0.36274 -1.97604 -1.2 -2.4 0.2 0.000
O 2.52041 -0.74921 -2.30167 0.9 0.6 -0.3 -0.005
H 4.42483 2.39566 -3.02331 0.0 0.0 0.0 0.000
H 3.55636 1.24766 -4.09041 0.0 0.0 0.0 0.000
H 4.61420 0.63074 -2.79670 0.0 0.0 0.0 0.000

=====

No. 2
35
Properties=species:S:1:pos:R:3:forces:R:3:lowdin_charge:R:1 method="wB97M-V/def2-TZVPD" e_homo_ev=-8.49 max_force_ev_per_a=2.02 smiles="CO[C@H]([C@H](OC)S(=O)(=O)F)P(C)O.O=C1OC[C@@H](F)O1" mol_weight_g_mol=340.2
C -0.19999 3.95801 -0.89436 0.1 0.1 -0.1 -0.083
O -0.91718 2.74677 -1.09216 0.2 0.0 0.1 -0.217
C -0.32559 1.56460 -0.58462 -1.0 0.3 0.1 -0.447
C 0.27607 0.67489 -1.68929 0.5 0.7 0.4 -0.387
O 0.91296 -0.45036 -1.25159 0.4 -0.3 -0.1 -0.146
C 1.98330 -0.24413 -0.32812 -0.3 0.0 0.6 -0.049
S 1.32185 1.60871 -2.91693 -1.6 -0.9 -0.7 0.648
O 0.45881 2.46360 -3.62907 -0.6 1.4 -0.1 -0.236
O 2.06898 0.70866 -3.69676 1.3 -1.0 0.1 -0.225
F 2.30295 2.47892 -2.07068 0.3 0.2 0.4 -0.139
P -1.66734 0.54057 0.22515 0.1 -1.6 0.6 0.932
C -2.94397 0.51412 -1.11180 0.9 0.7 -0.2 -0.242
O -2.27951 1.51336 1.39698 0.2 0.9 -0.7 -0.307
H -0.17051 4.49162 -1.83537 -0.1 0.1 -0.2 0.089
H 0.82612 3.79960 -0.58137 0.2 -0.2 0.1 0.080
H -0.67948 4.57279 -0.13971 -0.2 0.1 0.1 0.087
H 0.36862 1.80513 0.21582 0.4 -0.1 0.0 0.122
H -0.53622 0.34473 -2.32796 0.0 0.1 -0.5 0.135
H 2.38829 0.75874 -0.38163 0.2 0.2 -0.2 0.085
H 2.76696 -0.96626 -0.50430 0.1 -0.2 -0.4 0.102
H 1.61633 -0.39044 0.68082 -0.1 0.0 0.1 0.062
H -2.66388 1.19180 -1.91438 -0.1 0.2 -0.2 0.035
H -3.91280 0.82325 -0.74686 -0.3 -0.2 0.2 0.041
H -2.94082 -0.48898 -1.51596 -0.4 -0.3 0.0 0.029
H -2.41565 2.41774 1.06057 -0.1 -0.2 0.2 0.058
C -0.01941 -4.21987 1.91345 -0.2 -0.1 -0.1 -0.048
C 0.67492 -4.27740 3.25519 0.2 0.0 -0.1 -0.315
O 1.33829 -3.02628 3.30384 -0.3 0.0 0.1 0.135
C 0.61566 -2.15229 2.54649 -0.1 0.0 -0.1 -0.551
O 0.74348 -0.97562 2.57046 0.1 0.0 0.1 0.152
O -0.26824 -2.81757 1.76907 0.1 -0.2 0.1 0.063
F 1.59091 -5.27215 3.31552 0.0 0.0 0.0 0.077
H 0.63570 -4.55959 1.11041 0.1 0.0 0.1 0.145
H -0.94782 -4.78267 1.88377 -0.1 0.2 0.0 0.140
H 0.00360 -4.36097 4.11088 0.0 -0.1 0.1 0.173

=====

No. 3
8
Properties=species:S:1:pos:R:3:forces:R:3:lowdin_charge:R:1 method="wB97M-V/def2-TZVPD" e_homo_ev=-9.37 de_lowest_ev=0.4795 max_force_ev_per_a=2.86 smiles="S=[PH]1SP(S)S1" mol_weight_g_mol=192.2
P 1.34027 0.54543 -0.76909 -1.6 -0.3 1.9 0.064
P -0.57297 -1.13816 0.95126 -0.6 2.8 0.0 -0.396
S 0.55511 -1.44937 -0.84316 -0.4 -0.1 0.4 0.100
S 0.54456 0.67743 1.47818 0.6 -1.1 -1.9 0.072
S -0.84443 -2.48283 2.28229 0.1 0.1 -0.5 0.136
S -0.15135 1.65047 -1.84439 1.1 -0.2 0.4 0.258
H -1.77729 -0.28953 0.59493 1.2 -1.6 0.0 -0.014
H 0.90609 2.48655 -1.85002 -0.5 0.5 -0.5 -0.221

=====

No. 4
17
Properties=species:S:1:pos:R:3:forces:R:3:lowdin_charge:R:1 method="wB97M-V/def2-TZVPD" e_homo_ev=-8.86 de_lowest_ev=3.2551 max_force_ev_per_a=5.00 smiles="NCNCC=O.O" mol_weight_g_mol=106.1
O 0.31164 2.64297 -0.19605 1.5 -0.8 -4.4 -0.024
C 0.72870 2.22455 -1.32731 0.6 2.8 4.1 -0.203
C 0.32141 0.88255 -1.76656 0.9 -1.3 0.2 -0.249
N -0.60237 0.31730 -0.85175 0.0 -1.1 -0.4 -0.078
C -0.78126 -1.12020 -0.70270 -1.5 -0.6 -1.0 -0.320
N -0.60697 -1.55234 0.67591 1.8 2.6 1.4 -0.026
H 1.66661 2.77295 -1.84120 -2.2 -1.0 0.7 0.157
H 0.09678 0.73618 -2.82877 0.0 0.4 -0.1 0.124
H 1.31364 0.40232 -1.59006 -0.1 -0.1 -0.5 0.137
H -1.10176 1.01009 -0.33488 -0.4 -0.3 0.6 0.106
H -0.00590 -1.67406 -1.31321 -1.0 0.9 -0.2 0.115
H -1.90444 -1.42645 -1.05430 2.7 0.4 0.8 0.146
H -0.63771 -2.51969 0.86800 -0.3 -1.2 -0.3 0.039
H 0.34050 -1.20483 1.04663 -1.9 -0.6 -0.9 0.094
H 0.20454 0.21971 3.68662 -0.3 2.3 -0.3 -0.002
H 0.53882 -1.11665 3.40160 -0.6 -0.2 1.2 0.037
O 0.11777 -0.59440 4.12803 0.8 -2.1 -0.8 -0.053